1.
Molecular formula: C5H7NO
Method: DFT, ωB97M-V with the def2-TZVPD basis set

Geometry as XYZ:
```
14
C5H7NO ωB97M-V with the def2-TZVPD basis set
C -1.8764 0.1855 0.1906
C -0.4430 0.1805 -0.3184
C 0.5866 1.0948 0.2957
C 1.7606 0.4580 0.3010
N 1.6151 -0.8628 -0.1585
C 0.2765 -1.1726 -0.3425
O -0.1874 -2.2755 -0.5313
H -2.2662 1.2095 0.1725
H -1.9671 -0.1996 1.2100
H -2.5044 -0.4254 -0.4652
H -0.4782 0.4375 -1.3923
H 0.4114 2.1184 0.5979
H 2.7405 0.8221 0.5826
H 2.3321 -1.5703 -0.1420
```

Values from the calculation:
- multiplicity = 1
- structure (SMILES) = C[C@H]1C=CNC1=O



2.
Molecular formula: C5H7NO
Method: DFT, ωB97M-V with the def2-TZVPD basis set

Geometry as XYZ:
```
14
C5H7NO ωB97M-V with the def2-TZVPD basis set
O 2.9220 -0.7022 -0.8876
C 2.5451 0.3382 -1.1432
C -0.3087 0.0929 0.1087
C -0.9563 -0.7562 -0.8996
N -1.3944 -0.8183 0.5072
C -0.3093 1.5746 0.2988
C -0.0321 -1.0085 1.0402
H 0.6033 2.0228 -0.1055
H -1.6934 -0.3059 -1.5621
H -0.4232 -1.6171 -1.3126
H -1.1682 2.0211 -0.2127
H -0.3755 1.8192 1.3639
H 0.0510 -0.7832 2.1020
H 0.5397 -1.8773 0.7025
```

Values from the calculation:
- multiplicity = 1



3.
Molecular formula: C5H7NO
Method: DFT, ωB97M-V with the def2-TZVPD basis set

Geometry as XYZ:
```
14
C5H7NO ωB97M-V with the def2-TZVPD basis set
C 1.2505 1.2173 -0.0868
N 0.0062 0.5158 -0.7104
C -1.3337 0.7496 -0.2756
C -1.7342 -0.2789 0.5172
C -0.6351 -1.1985 0.6378
C 0.3048 -0.7363 -0.2093
O 1.4769 -1.2969 -0.6110
H 1.9879 1.2579 -0.8820
H 1.7647 0.7148 0.7719
H 0.9238 2.1846 0.2616
H -1.9349 1.5713 -0.6561
H -2.7186 -0.4492 0.9378
H -0.5538 -2.0901 1.2348
H 1.1956 -2.1615 -0.9297
```

Values from the calculation:
- multiplicity = 1
- structure (SMILES) = Cn1cccc1O



Number 1: DFT total energy -324.71794 Ha, orbital gap 9.570 eV, LUMO level 0.92 eV. Number 2: DFT total energy -324.62572 Ha, orbital gap 10.880 eV, LUMO level 1.06 eV. Number 3: DFT total energy -324.64690 Ha, orbital gap 8.945 eV, LUMO level 0.88 eV.